No. 1
{
  "formula": "C5H20FN10O5Ti",
  "method": "ωB97M-V with the def2-TZVPD basis set",
  "fmax_ev_per_a": 2.897,
  "orbital_gap_ev": [3.690, 9.162],
  "e_lumo_ev": [0.56, 0.42],
  "total_charge": 0,
  "spin_multiplicity": 4,
  "species": ["Ti", "F", "C", "O", "N", "N", "H", "H", "H", "H", "C", "O", "N", "N", "H", "H", "H", "H", "C", "O", "N", "N", "H", "H", "H", "H", "C", "O", "N", "N", "H", "H", "H", "H", "C", "O", "N", "N", "H", "H", "H", "H"],
  "coordinates": [[-0.345, -0.373, -0.667], [-2.375, -0.821, -1.693], [-3.055, 0.272, 1.670], [-1.883, 0.063, 1.332], [-4.046, -0.049, 0.825], [-3.407, 0.581, 2.937], [-3.774, -0.228, -0.137], [-4.905, -0.394, 1.215], [-4.355, 0.911, 2.985], [-2.706, 0.660, 3.652], [1.048, 0.634, 3.595], [1.752, 1.105, 4.492], [0.163, -0.384, 3.775], [1.058, 1.118, 2.336], [-0.116, -0.811, 2.903], [0.205, -0.869, 4.652], [0.552, 0.682, 1.577], [1.682, 1.890, 2.187], [-0.687, 2.930, -1.022], [0.130, 2.130, -0.571], [-1.964, 2.634, -1.361], [-0.423, 4.260, -1.152], [-2.536, 3.386, -1.694], [-2.387, 1.717, -1.339], [0.497, 4.508, -0.827], [-1.172, 4.916, -1.249], [1.080, -1.688, -3.536], [1.055, -1.138, -2.426], [1.727, -2.849, -3.845], [0.494, -1.006, -4.533], [1.980, -3.515, -3.140], [1.744, -3.042, -4.830], [0.467, -1.390, -5.465], [-0.107, -0.217, -4.372], [2.679, -1.577, 0.523], [1.533, -1.113, 0.536], [3.212, -1.951, -0.660], [3.327, -2.190, 1.559], [4.091, -2.428, -0.679], [2.731, -1.564, -1.466], [4.286, -2.466, 1.538], [2.752, -2.334, 2.374]],
  "forces_ev_per_a": [[-1.19, -0.60, -0.45], [0.96, 0.82, 0.80], [1.94, -2.13, -0.31], [0.59, 1.00, -0.02], [-0.98, 0.75, -0.42], [-0.75, 0.21, -0.54], [0.13, -0.53, -0.01], [-0.12, 0.05, -0.35], [0.19, 0.20, 0.94], [-0.07, 0.24, -0.01], [0.67, 0.74, 0.50], [-0.37, -0.29, -0.17], [-0.23, -0.09, -0.18], [0.18, 0.46, 0.06], [-0.43, -0.50, 0.40], [0.04, -0.23, -0.20], [0.12, 0.29, 0.12], [-0.08, -0.09, -0.30], [-0.92, -0.32, 0.66], [0.14, -0.38, -0.35], [-0.45, -0.02, -0.23], [0.98, -0.36, -0.06], [-0.15, -0.13, -0.12], [0.48, -0.32, 0.05], [-0.24, 0.47, 0.00], [0.21, 0.28, 0.09], [-0.30, 1.56, 1.20], [0.34, -1.09, 0.57], [-0.41, 1.03, -0.41], [-0.02, -0.60, -2.00], [0.00, 0.02, 0.02], [0.20, -0.73, 0.18], [-0.17, 0.03, 0.11], [0.13, -0.04, 0.57], [-0.95, -2.32, -1.16], [0.49, 0.74, 0.95], [0.30, 0.94, -0.87], [-1.22, 0.90, 1.22], [0.08, 0.07, -0.39], [0.34, -0.16, -0.12], [0.04, -0.01, 0.00], [0.50, 0.15, 0.22]],
  "nbo_charge": [0.833, -0.894, 0.780, -0.719, -0.854, -0.836, 0.454, 0.386, 0.389, 0.428, 0.764, -0.701, -0.866, -0.829, 0.412, 0.398, 0.410, 0.401, 0.784, -0.698, -0.832, -0.842, 0.377, 0.441, 0.411, 0.390, 0.792, -0.727, -0.836, -0.812, 0.422, 0.391, 0.376, 0.429, 0.772, -0.710, -0.849, -0.849, 0.380, 0.428, 0.395, 0.411]
}

No. 2
{
  "formula": "C17H24N2O5S",
  "method": "ωB97M-V with the def2-TZVPD basis set",
  "fmax_ev_per_a": 1.280,
  "orbital_gap_ev": 9.015,
  "e_lumo_ev": 0.62,
  "total_charge": 0,
  "species": ["C", "H", "H", "H", "C", "C", "H", "H", "S", "O", "O", "N", "C", "H", "C", "C", "O", "N", "H", "C", "C", "C", "C", "C", "C", "C", "H", "O", "C", "O", "H", "H", "H", "H", "H", "H", "H", "C", "C", "C", "H", "H", "H", "H", "H", "H", "H", "H", "H"],
  "coordinates": [[2.447, 1.483, 2.771], [1.634, 0.955, 3.262], [2.674, 2.377, 3.345], [3.322, 0.839, 2.777], [2.069, 1.857, 1.340], [1.708, 0.634, 0.518], [2.381, -0.193, 0.730], [0.684, 0.298, 0.656], [1.919, 0.898, -1.271], [2.352, -0.352, -1.843], [2.732, 2.057, -1.505], [0.363, 1.081, -1.826], [0.088, 0.714, -3.199], [0.144, 1.599, -3.851], [-1.321, 0.132, -3.253], [-1.519, -1.132, -2.406], [-2.636, -1.574, -2.211], [-0.408, -1.732, -1.936], [0.500, -1.295, -2.003], [-0.493, -2.873, -1.044], [-0.311, -2.434, 0.386], [0.831, -2.756, 1.100], [1.035, -2.308, 2.405], [0.056, -1.518, 2.953], [-1.097, -1.184, 2.239], [-1.306, -1.632, 0.960], [-2.202, -1.390, 0.413], [-1.891, -0.377, 3.011], [-1.229, -0.253, 4.251], [0.010, -0.928, 4.191], [-1.850, -0.693, 5.048], [-1.058, 0.812, 4.472], [1.920, -2.565, 2.961], [1.586, -3.372, 0.638], [-1.487, -3.308, -1.183], [0.271, -3.600, -1.325], [-1.568, -0.143, -4.284], [-2.309, 1.208, -2.775], [-1.912, 1.731, -1.394], [-0.451, 2.186, -1.385], [-0.316, 3.057, -2.044], [-0.136, 2.467, -0.380], [-2.558, 2.563, -1.110], [-2.036, 0.934, -0.660], [-2.317, 2.031, -3.492], [-3.310, 0.776, -2.730], [0.850, 0.008, -3.529], [2.909, 2.355, 0.853], [1.235, 2.561, 1.358]],
  "forces_ev_per_a": [[-0.15, 0.06, -0.23], [-0.07, -0.09, 0.14], [0.04, 0.05, 0.09], [0.11, -0.10, 0.04], [0.14, 0.12, 0.14], [0.07, 0.44, -0.62], [0.04, -0.10, -0.09], [-0.11, -0.17, 0.05], [-0.45, 0.04, 0.16], [0.06, -0.36, -0.09], [-0.11, 0.13, 0.13], [0.80, -0.04, 0.30], [0.08, -0.37, -0.45], [0.02, -0.11, 0.04], [-0.13, 0.17, 0.05], [0.39, 0.20, -0.38], [-0.48, -0.03, 0.12], [0.22, -0.34, -0.03], [-0.10, 0.02, -0.06], [-0.13, -0.04, -0.02], [0.18, -0.14, 0.01], [-0.18, -0.06, -0.19], [-0.15, 0.25, 0.39], [-0.32, 0.04, -0.35], [0.47, -0.18, 0.12], [-0.10, 0.17, 0.36], [-0.17, 0.06, -0.12], [-0.05, -0.16, -0.51], [-0.46, 0.59, 1.04], [0.38, -0.27, -0.22], [0.15, 0.02, -0.23], [0.01, -0.23, -0.12], [0.15, -0.03, 0.08], [0.10, -0.08, -0.09], [0.22, -0.04, -0.01], [-0.08, -0.01, 0.05], [0.04, -0.02, 0.07], [-0.07, -0.18, 0.13], [0.15, 0.14, -0.18], [-0.29, 0.30, 0.41], [0.05, -0.03, 0.08], [-0.09, 0.13, 0.04], [-0.01, -0.01, 0.06], [-0.02, 0.00, 0.11], [-0.01, 0.02, -0.06], [0.03, 0.06, -0.08], [-0.11, 0.02, -0.12], [-0.08, 0.07, 0.08], [0.04, 0.05, -0.07]],
  "nbo_charge": [-0.602, 0.206, 0.216, 0.206, -0.415, -0.657, 0.257, 0.255, 2.316, -0.974, -0.937, -0.709, -0.236, 0.196, -0.317, 0.691, -0.655, -0.624, 0.428, -0.248, -0.024, -0.217, -0.262, 0.216, 0.296, -0.295, 0.248, -0.490, 0.236, -0.482, 0.159, 0.159, 0.231, 0.218, 0.243, 0.206, 0.240, -0.393, -0.408, -0.218, 0.186, 0.209, 0.218, 0.209, 0.200, 0.242, 0.241, 0.235, 0.199]
}